C12H6MoN4O5Se as an isolated structure, computed with ωB97M-V/def2-TZVPD.

```
29
Properties=species:S:1:pos:R:3:forces:R:3:lowdin_charge:R:1
Mo -0.305 0.630 -0.287 0.2 0.2 -0.2 2.08
O -2.579 -4.329 2.419 0.0 0.0 0.1 0.31
C -2.102 -3.259 1.931 -0.1 0.0 0.0 -0.15
C -1.694 -2.099 2.686 0.0 0.1 0.0 0.20
C -1.189 -1.044 2.001 0.0 0.1 0.2 -0.11
N -0.988 -1.028 0.642 -0.2 -0.2 0.1 -0.04
C -1.510 -2.083 -0.078 0.0 -0.1 -0.1 -0.11
C -2.031 -3.193 0.489 0.0 0.0 -0.1 0.21
C -1.460 -1.862 -1.545 0.0 -0.1 0.0 -0.24
O -1.741 -2.423 -2.502 0.0 0.0 0.0 0.38
O -0.847 -0.412 -1.633 0.0 0.4 0.6 -0.22
C -0.826 0.252 2.643 0.0 0.0 -0.1 -0.26
O -0.847 0.696 3.701 0.0 -0.1 0.0 0.37
O -0.360 1.105 1.443 -0.2 -0.3 -0.4 -0.21
H -2.667 -4.403 3.397 0.0 0.0 -0.1 0.22
H -1.803 -2.054 3.767 0.0 0.0 0.0 0.19
H -2.407 -4.022 -0.106 0.0 0.0 0.0 0.19
Se -0.736 4.143 -1.900 0.2 0.1 0.0 1.55
N 0.919 4.364 -2.282 -0.2 -0.2 0.1 -0.11
C 1.695 3.330 -1.922 0.0 0.2 -0.1 -0.27
C 3.094 3.142 -2.082 0.0 0.0 0.0 0.18
C 3.647 1.956 -1.613 0.0 -0.1 0.0 0.07
C 2.877 0.967 -1.001 0.1 0.0 0.0 0.06
N 1.537 1.131 -0.829 0.3 0.0 0.0 -0.04
C 0.970 2.302 -1.290 -0.3 -0.2 0.1 -0.42
N -0.367 2.475 -1.138 0.0 0.1 -0.1 -0.34
H 3.705 3.910 -2.554 0.0 0.0 0.0 0.18
H 4.711 1.770 -1.715 0.0 0.0 0.0 0.17
H 3.308 0.038 -0.642 0.0 0.0 0.0 0.17
```
Forces are in eV/Å.

LUMO (spin up / spin down), hartree: -0.6756 / -0.6756
Molecular weight, u: 461.10
Net charge: +4
Max |F|, Eh/bohr: 0.0137

***

One molecule with the formula C4H7OPS in a non-equilibrium geometry, computed with ωB97M-V/def2-TZVPD.

```
14
Properties=species:S:1:pos:R:3:forces:R:3:lowdin_charge:R:1
C -1.797 0.470 1.224 0.1 -0.4 -0.2 0.11
C -0.830 -0.090 0.811 2.4 1.2 0.6 -0.17
C -0.151 -1.844 -0.421 1.6 0.4 -1.9 -0.06
C 0.423 -0.505 0.127 -1.0 -2.8 -0.1 -0.49
O 0.802 0.349 -0.897 2.8 -1.3 0.7 -0.56
P 0.861 3.316 -0.922 -3.1 -0.5 2.4 0.55
S -0.320 1.503 -1.417 -2.2 3.7 -1.4 0.56
H -2.739 0.880 1.281 -1.4 0.6 0.6 0.02
H -1.032 -1.521 -0.937 -0.6 -0.2 -0.6 0.07
H -0.461 -2.451 0.386 -0.1 -1.0 0.8 0.07
H 0.523 -2.351 -1.167 -0.5 0.4 1.0 0.10
H 1.945 2.941 -1.494 3.2 -1.0 -2.5 -0.24
H 1.363 -0.727 0.644 -0.7 0.4 0.9 0.15
H 1.507 2.649 0.208 -0.6 0.5 -0.1 -0.11
```
Forces are in eV/Å.

⟨S²⟩: 2.01
Multiplicity: 3
LUMO (spin up / spin down), hartree: 0.0185 / -0.0804
Molecular weight, u: 134.14
Relative energy (zero: lowest compared OMol25 entry of this formula, charge and spin), kcal/mol: 53.7
Max |F|, Eh/bohr: 0.0877

***

One molecule with the formula C4H6N4 in a non-equilibrium geometry, computed with ωB97M-V/def2-TZVPD.

```
14
Properties=species:S:1:pos:R:3:forces:R:3:lowdin_charge:R:1
H 2.827 0.741 -0.568 0.2 0.2 -0.3 0.03
N 2.462 -0.153 -0.257 -3.4 0.2 0.4 0.13
C 1.171 -0.017 -0.005 4.0 -0.3 0.6 -0.38
C 0.396 -1.130 0.627 1.9 -1.7 -0.8 -0.19
N -0.670 -1.466 -0.301 -0.2 -0.8 1.2 0.05
C -1.652 -0.657 -0.342 -1.2 -1.8 -3.3 -0.31
N -1.785 0.614 0.060 1.4 2.4 2.7 0.09
C -0.736 1.408 0.295 -4.7 -2.8 -1.7 -0.15
N 0.502 1.203 -0.105 1.7 -1.5 -0.1 0.10
H 1.155 -2.004 0.781 -1.5 1.5 -0.6 0.14
H 0.037 -0.927 1.626 -0.3 0.6 0.3 0.11
H -2.543 -1.047 -0.982 1.4 0.9 1.2 0.13
H -1.010 2.350 0.622 -0.2 2.0 0.6 0.10
H 0.897 1.876 -0.704 0.9 1.2 -0.2 0.14
```
Forces are in eV/Å.

SMILES string: [H]/N=C1/CN=CN=CN1
LUMO, hartree: -0.0010
Molecular weight, u: 110.12
Relative energy (zero: lowest compared OMol25 entry of this formula, charge and spin), kcal/mol: 49.8
Max |F|, Eh/bohr: 0.1105